{"formula": "C27H61BrGePdSbSi4", "method": "ωB97M-V with the def2-TZVPD basis set", "species": ["Pd", "C", "Si", "C", "C", "C", "C", "C", "C", "C", "C", "H", "H", "H", "H", "H", "H", "H", "H", "H", "H", "H", "H", "H", "H", "H", "H", "H", "H", "H", "H", "H", "Br", "C", "C", "C", "C", "C", "C", "H", "H", "H", "H", "C", "Sb", "C", "C", "H", "H", "H", "H", "H", "H", "H", "H", "H", "C", "Si", "C", "C", "Ge", "Si", "C", "C", "C", "Si", "C", "C", "C", "H", "H", "H", "H", "H", "H", "H", "H", "H", "H", "H", "H", "H", "H", "H", "H", "H", "H", "H", "H", "H", "H", "H", "H", "H", "H", "H"], "xyz": [[-0.07629, -0.36625, 0.00680], [-3.65319, 0.22654, -0.48291], [-2.45502, -0.86185, 0.46786], [-2.82938, -2.63236, -0.16692], [-2.10318, -3.68010, 0.68995], [-2.32351, -2.73626, -1.60471], [-4.33900, -2.93444, -0.18149], [-2.87229, -0.60318, 2.30658], [-1.86980, -1.30646, 3.23569], [-4.28382, -1.11449, 2.63162], [-2.81149, 0.90969, 2.57294], [-4.67981, -0.02008, -0.18184], [-3.56867, 0.04886, -1.56243], [-3.50178, 1.29647, -0.30333], [-1.03144, -3.46355, 0.77540], [-2.20752, -4.67994, 0.24308], [-2.51542, -3.73072, 1.70249], [-1.25773, -2.53713, -1.67180], [-2.83711, -2.03561, -2.27227], [-2.50399, -3.75059, -1.99265], [-4.78588, -2.91612, 0.81244], [-4.50202, -3.94124, -0.59497], [-4.89182, -2.22984, -0.81341], [-1.85014, -2.39045, 3.08433], [-2.14544, -1.12194, 4.28365], [-0.85712, -0.92826, 3.09144], [-4.33478, -2.20564, 2.60010], [-5.05090, -0.71594, 1.95637], [-4.55166, -0.80653, 3.65331], [-1.82930, 1.32385, 2.31736], [-2.97993, 1.10258, 3.64239], [-3.57891, 1.45878, 2.01216], [2.64093, 1.74921, 5.83385], [1.96036, 1.22238, 4.14682], [2.07470, -0.09909, 3.75225], [1.55591, -0.48085, 2.51718], [0.93170, 0.43898, 1.68648], [0.84691, 1.76430, 2.09923], [1.35757, 2.16646, 3.33297], [2.56353, -0.82228, 4.39456], [1.64836, -1.51887, 2.21510], [0.38014, 2.51473, 1.47531], [1.28435, 3.19877, 3.65418], [-1.55397, 3.17296, -0.21917], [-0.35303, 1.81405, -1.36868], [1.13294, 3.29547, -1.78448], [-1.43979, 2.02355, -3.19178], [-2.27501, 3.64661, -0.89000], [-0.90189, 3.93951, 0.20337], [-2.07758, 2.66302, 0.58753], [0.58828, 4.21783, -2.00736], [1.75535, 3.01488, -2.63642], [1.76693, 3.43727, -0.90839], [-1.48394, 3.09627, -3.40596], [-2.44996, 1.62969, -3.05640], [-0.94957, 1.49753, -4.01457], [-0.10093, -1.25997, -4.29373], [1.62171, -1.33590, -3.56966], [2.57472, -2.66082, -4.47804], [2.40821, 0.31555, -3.97535], [1.61159, -1.71337, -1.20003], [1.71617, -4.07103, -0.83687], [1.45855, -4.48499, 0.97813], [0.48550, -5.02059, -1.87628], [3.42146, -4.67231, -1.32437], [3.77636, -0.88398, -0.56415], [4.37482, -1.55796, 1.07482], [3.77906, 0.97857, -0.49796], [5.03026, -1.41309, -1.85126], [-0.07099, -0.81960, -5.29977], [-0.75989, -0.64882, -3.67042], [-0.55127, -2.25730, -4.36865], [2.56563, -2.44696, -5.55659], [2.13093, -3.65292, -4.32142], [3.62103, -2.69965, -4.14576], [2.39488, 0.47166, -5.06274], [3.44751, 0.38060, -3.63147], [1.85429, 1.14142, -3.51110], [0.98684, -3.66356, 1.52838], [2.41698, -4.70722, 1.46274], [0.81119, -5.36474, 1.08395], [-0.48697, -4.51986, -1.93542], [0.33235, -6.01648, -1.44005], [0.86483, -5.15024, -2.89925], [4.19088, -4.31874, -0.62429], [3.69435, -4.34185, -2.33423], [3.42543, -5.77349, -1.31291], [4.11121, -0.88094, 1.89483], [5.46868, -1.65854, 1.04473], [3.94943, -2.54490, 1.30116], [2.90029, 1.33335, 0.04504], [3.76592, 1.40957, -1.50722], [4.67268, 1.34669, 0.02365], [5.10834, -2.50678, -1.90369], [6.01688, -1.01412, -1.57362], [4.78255, -1.04296, -2.85429]], "forces_ev_per_a": [[-0.0511, 0.1866, 0.5859], [-0.1356, 0.3427, -0.2852], [-0.0926, -0.2739, -0.1569], [-0.0142, -0.1527, 0.1389], [-0.0811, -0.0666, -0.0572], [-0.2672, -0.1181, -0.1972], [0.0083, -0.1057, -0.1007], [0.1516, -0.0102, 0.2169], [-0.0781, 0.0414, 0.0921], [-0.0576, 0.0905, 0.1379], [-0.0530, 0.0297, 0.1562], [0.1157, 0.0908, -0.0824], [-0.0576, 0.0290, 0.1517], [-0.0663, -0.1871, -0.0700], [-0.1576, 0.0073, -0.0427], [0.0101, 0.1079, 0.0269], [0.0235, -0.0271, -0.1301], [0.2013, 0.0753, -0.0244], [0.0399, -0.0442, 0.0451], [-0.0327, 0.1451, 0.0260], [0.0316, -0.0285, -0.1132], [0.0209, 0.1263, 0.0317], [0.0922, -0.1028, 0.0667], [-0.0136, 0.1788, 0.0487], [0.0177, -0.0235, -0.0879], [-0.0687, -0.0027, 0.0067], [0.0246, 0.1145, 0.0551], [0.1167, -0.0515, 0.0988], [0.0235, -0.0264, -0.1238], [-0.1007, -0.0836, 0.0599], [0.0060, -0.0013, -0.1287], [0.0998, -0.1043, 0.1033], [0.0422, 0.0295, 0.0732], [-0.0061, 0.0116, -0.0064], [-0.0143, -0.0811, -0.1051], [0.1350, 0.0247, 0.2001], [-0.4448, 0.0109, -0.4669], [0.2461, 0.0062, 0.2992], [-0.0489, -0.0118, -0.1688], [-0.0418, 0.0385, -0.0190], [-0.0098, -0.0209, 0.0192], [-0.0619, 0.0502, -0.0045], [0.0035, -0.0570, -0.0075], [-0.0301, 0.0285, -0.0327], [-0.1236, 0.3096, 0.1461], [0.0973, -0.0280, -0.0821], [-0.0110, -0.0055, -0.1269], [0.0447, -0.0214, 0.0866], [-0.0569, -0.0246, -0.0370], [0.0621, 0.0666, -0.0827], [0.1211, -0.0941, 0.0162], [-0.0741, 0.0875, 0.1427], [-0.0422, -0.0004, -0.0561], [-0.0401, -0.1772, -0.0165], [0.1233, 0.0484, -0.0413], [-0.0824, 0.1341, 0.1331], [-0.3045, -0.1241, -0.0824], [-0.1457, 0.0497, 0.1783], [0.2518, -0.2782, -0.1174], [0.1786, 0.2983, 0.0063], [0.6299, -0.1907, -0.5631], [-0.1125, 0.0721, 0.1038], [-0.0534, -0.0370, 0.3016], [-0.2369, -0.0779, -0.2289], [0.3071, -0.1120, -0.0658], [-0.1708, -0.0240, -0.0373], [0.0788, -0.1827, 0.3207], [0.0564, 0.3497, -0.0479], [0.2126, -0.1775, -0.2962], [-0.0257, -0.0949, 0.1292], [0.0041, -0.0918, -0.0555], [0.0363, 0.1391, 0.0129], [0.0163, -0.0715, 0.1805], [0.0962, 0.1822, -0.0611], [-0.2107, -0.0223, -0.1109], [0.0119, -0.0030, 0.1597], [-0.2189, 0.0490, -0.1112], [0.1026, -0.1577, -0.1236], [0.0816, -0.1384, -0.0302], [-0.1326, 0.0317, -0.0435], [0.1259, 0.1122, 0.0244], [0.2367, -0.2075, 0.0216], [0.0207, 0.1083, -0.1168], [-0.1041, 0.0157, 0.1814], [-0.1403, -0.0892, -0.1613], [-0.0346, -0.1119, 0.1776], [0.0460, 0.2255, 0.0093], [0.0768, -0.1434, -0.1228], [-0.1772, 0.0183, 0.0517], [0.1163, 0.1620, -0.0103], [0.0537, 0.0479, 0.0074], [-0.0097, -0.0308, 0.1792], [-0.1115, -0.0377, -0.1091], [0.0444, 0.2364, -0.0105], [-0.1549, -0.0748, -0.0725], [0.1164, -0.0993, 0.2216]], "mulliken_charge": [-1.2574, -1.0932, 0.8619, 2.8743, -2.0799, -2.1638, -1.8061, 2.2511, -1.5921, -2.0724, -1.7706, 0.3521, 0.1254, 0.2953, 0.2427, 0.5525, 0.3276, -0.4228, 0.3463, 0.6638, 0.3098, 0.5286, 0.3279, 0.2159, 0.5042, 0.1572, 0.3757, 0.3207, 0.5141, 0.0622, 0.5506, 0.3407, -0.2011, -0.4331, -0.4462, -0.3899, 0.6181, -0.0904, -0.4675, 0.4742, 0.4357, 0.1045, 0.4323, -1.4976, 0.7690, -1.5514, -1.3703, 0.5251, 0.5721, 0.2440, 0.5116, 0.4849, 0.3842, 0.5132, 0.4164, 0.4140, -0.6609, 0.3297, -1.0818, -0.3638, 0.4585, 0.7428, -0.9783, -0.7744, -1.1664, 0.3995, -1.0076, -0.5495, -1.0754, 0.4272, -0.2442, 0.3285, 0.3984, 0.2204, 0.2828, 0.4572, 0.2727, -0.5124, -0.0727, 0.3847, 0.4793, -0.0626, 0.4157, 0.3445, 0.2297, 0.2647, 0.4345, 0.2990, 0.4990, 0.1737, -0.2630, 0.2878, 0.4889, 0.2636, 0.4409, 0.1957], "spin_multiplicity": 4, "lumo_ev": [0.56, -1.51], "homo_lumo_gap_ev": [7.3, 6.8], "e_above_lowest_kj_mol": 41.7}


{"formula": "C27H61Cl3F3Li2MgN2NaNbO10S", "method": "ωB97M-V with the def2-TZVPD basis set", "species": ["C", "C", "C", "C", "C", "C", "C", "C", "C", "C", "C", "C", "Nb", "C", "N", "C", "C", "C", "C", "C", "C", "C", "C", "O", "C", "N", "H", "H", "H", "H", "H", "H", "H", "H", "H", "H", "H", "H", "H", "H", "H", "H", "H", "H", "H", "H", "H", "H", "H", "H", "H", "H", "H", "H", "H", "H", "H", "H", "H", "H", "H", "H", "H", "H", "H", "H", "H", "H", "H", "H", "H", "H", "H", "H", "H", "H", "H", "H", "Li", "Na", "O", "H", "Li", "C", "C", "O", "H", "H", "H", "H", "H", "H", "C", "O", "O", "O", "Mg", "C", "F", "F", "F", "S", "O", "O", "O", "C", "Cl", "Cl", "Cl", "H", "O", "H"], "xyz": [[6.56521, 0.50076, 1.36976], [5.69827, 0.14401, -0.00739], [5.82649, 1.38251, -1.08803], [5.18102, 2.81442, -0.51647], [3.70951, 2.56361, 0.18608], [2.63649, 1.98002, -0.90692], [1.37780, 1.25581, -0.07593], [0.17469, 2.41173, -0.05443], [-0.58919, 2.33497, -1.50884], [-2.14024, 2.94639, -1.37610], [-3.15424, 1.72980, -0.83626], [-4.44230, 1.75026, -1.82493], [-6.44305, 1.15613, -0.99554], [-8.54286, 0.56920, -0.32562], [-9.60981, 1.61220, -0.70608], [-6.33812, 2.52389, 0.84059], [-5.38168, 3.81708, 0.73852], [-4.17281, 3.98896, 1.81100], [-3.88435, 2.78750, 2.85582], [-2.44120, 2.89849, 3.67519], [-2.69676, 3.64864, 5.13819], [-5.59027, -0.53287, 0.33330], [-4.39260, -1.39738, -0.36921], [-4.45018, -1.48073, -1.83537], [-4.41729, -2.95224, 0.24974], [-2.97281, -3.38840, 0.49665], [5.90991, 0.17982, 2.30664], [6.81427, 1.66568, 1.44248], [7.61271, -0.05920, 1.33738], [4.57880, -0.15377, 0.23177], [6.20186, -0.82441, -0.45420], [6.98630, 1.54372, -1.28821], [5.28991, 1.06736, -2.10695], [5.03475, 3.48773, -1.46586], [5.98147, 3.27885, 0.21336], [3.77587, 1.81369, 1.10973], [3.28981, 3.58871, 0.61290], [2.21267, 2.88754, -1.54046], [3.06072, 1.17901, -1.64702], [1.69933, 0.91538, 1.01139], [1.03850, 0.31901, -0.69567], [0.74463, 3.45032, -0.03009], [-0.55550, 2.24986, 0.84564], [-0.59811, 1.23503, -1.92567], [0.01316, 2.99889, -2.27696], [-2.41181, 3.28448, -2.48857], [-2.16170, 3.89706, -0.69454], [-2.54604, 0.72996, -1.07523], [-3.37164, 1.78499, 0.30865], [-4.20591, 1.05084, -2.76122], [-4.53793, 2.84642, -2.28268], [-6.65490, 0.04568, -2.41766], [-7.20437, 2.46966, -2.01942], [-8.53705, 0.54534, 0.85798], [-8.93633, -0.45281, -0.73730], [-9.69532, 1.60175, -1.76217], [-9.25578, 2.58373, -0.50119], [-7.45916, 2.92500, 0.96408], [-6.19046, 1.80272, 1.74914], [-6.07375, 4.78047, 0.90198], [-4.90094, 4.02464, -0.33551], [-3.15428, 4.18792, 1.22031], [-4.33233, 4.98430, 2.45184], [-3.91884, 1.69411, 2.41482], [-4.71926, 2.80965, 3.70644], [-2.09820, 1.79397, 3.93662], [-1.59725, 3.39290, 3.03385], [-1.84909, 4.44800, 5.31158], [-3.77289, 4.14511, 5.18687], [-2.68535, 2.79255, 5.97114], [-6.51569, -1.26124, 0.51837], [-5.22803, -0.11725, 1.37736], [-3.37004, -0.94388, 0.04791], [-3.56887, -1.82027, -2.21650], [-5.00156, -3.67487, -0.45993], [-4.90816, -2.83648, 1.32463], [-2.69853, -3.28775, 1.49759], [-2.29845, -2.84608, -0.08783], [7.80468, -1.88343, -0.92931], [-3.59532, 6.05328, 0.43398], [1.41028, 5.74324, -0.29073], [2.19908, 5.32833, -0.58881], [-7.49532, 4.35042, 2.45779], [9.11177, -7.12076, -0.96726], [8.81203, -5.66247, -0.68834], [7.41030, -5.43892, -0.72985], [8.72333, -7.41257, -1.94853], [10.18883, -7.30891, -0.94340], [8.62482, -7.76472, -0.22767], [9.28213, -5.02396, -1.44206], [9.18581, -5.36637, 0.29663], [7.00310, -6.00419, -0.05111], [-2.14115, -6.63672, 2.06231], [-3.23990, -6.67868, 2.59401], [-1.15088, -6.05333, 2.51804], [-1.84936, -7.17120, 0.98629], [-8.99532, 4.51502, -0.82234], [1.06104, -7.50040, -1.47395], [2.13518, -7.09762, -2.22629], [0.78495, -6.45500, -0.62972], [0.00167, -7.56648, -2.34316], [1.36541, -9.10765, -0.57056], [2.51944, -8.85515, 0.30328], [1.64154, -10.10109, -1.61748], [0.12821, -9.38202, 0.17297], [10.61643, 1.12799, -2.16832], [9.69769, 2.38610, -1.32413], [10.03582, -0.48136, -1.70734], [10.50752, 1.34956, -3.92291], [11.66594, 1.21254, -1.87500], [6.61035, 3.73161, -3.16478], [7.19901, 3.00632, -3.06158]], "forces_ev_per_a": [[-0.4008, 0.1243, -0.1193], [0.4331, 0.9126, 0.3868], [-0.1313, -0.2446, -0.0804], [-0.3310, -0.9599, -0.2928], [0.3283, 0.1314, -0.1427], [-0.5693, -0.2770, 0.8217], [-0.1042, 1.0755, -0.7030], [1.1101, -0.8502, -0.9568], [-0.0584, 1.1607, 0.6792], [0.9855, -1.1574, -0.9405], [1.1408, 0.1912, -1.6416], [0.6032, 0.3847, -1.4981], [2.5910, -2.3222, 0.5282], [-1.1401, -0.4408, 0.2642], [0.0800, 0.1430, -0.9726], [-1.2935, 1.7128, 1.9414], [0.0807, 1.3485, 0.2260], [1.3135, 0.2766, 0.3689], [0.1747, -0.7099, 1.2229], [-0.7405, -0.4093, 0.5543], [0.2146, -0.5423, -0.2520], [-0.2588, -0.8623, -0.0859], [0.3956, -1.2120, 1.8891], [1.5995, 0.0292, 0.7375], [0.6802, 1.6933, 1.0045], [-0.5876, 0.3637, 0.0186], [1.7683, 0.6397, -1.8536], [-0.7359, -2.6670, -0.2413], [-2.1457, 1.0597, 0.3321], [2.4156, 0.6495, -0.5035], [-0.9200, 1.1614, 0.3956], [-2.5259, -0.2478, 0.2338], [1.3312, 0.8290, 2.2405], [0.8076, -1.1881, 1.7736], [-1.8067, -0.6983, -1.4255], [-0.0599, 1.4748, -1.8997], [0.8396, -2.1139, -0.9470], [0.9340, -1.9496, 1.2999], [-0.4054, 1.6258, 1.4562], [-0.5743, 0.7501, -2.2615], [0.4623, 1.6446, 1.3476], [-1.5001, -1.6408, 0.3750], [1.1513, 0.3329, -1.6487], [-0.2907, 2.1104, 0.8244], [-1.2213, -1.3175, 1.6034], [0.1595, -0.7689, 2.5709], [0.2607, -1.5512, -1.0367], [-1.4796, 2.1916, 0.8807], [0.3462, -0.0436, -2.0759], [-0.4210, 1.5589, 1.9102], [0.1441, -2.0855, 0.8104], [-0.5642, 0.3606, 0.0359], [-0.5355, 0.8608, 0.0162], [-0.0584, -0.2604, -2.1013], [0.6582, 1.8090, 1.0538], [0.2236, 0.0023, 1.5633], [-0.2164, -1.9535, -0.0061], [1.6850, -0.6723, -0.2667], [0.1346, 1.5517, -1.5217], [1.1141, -1.4560, -0.5506], [-1.2277, -0.9449, 1.9758], [-1.8584, -1.0040, 1.2965], [0.2212, -1.9430, -0.9517], [-0.1194, 2.4866, 0.3381], [1.5904, -0.0895, -1.8581], [-0.6813, 2.3706, -0.8002], [-1.6763, -0.8308, 1.2082], [-1.8638, -1.6543, -0.0417], [2.3284, -0.8351, -0.1725], [0.1092, 2.1688, -1.7087], [1.8638, 1.4120, -0.2164], [-0.5418, -1.1287, -1.9626], [-2.0923, -0.8503, -1.2312], [-1.9508, 0.7129, 1.2460], [1.1223, 1.3825, 1.3928], [0.7285, -0.6291, -2.4191], [-0.4108, 0.0375, -1.3335], [-0.8681, -0.6981, 0.7791], [-0.2790, 0.3726, -0.0199], [0.4485, 0.1422, -0.4296], [-1.6006, 0.3403, 0.6787], [1.1088, -0.5015, -0.5341], [0.0783, -0.4916, -0.7189], [0.1798, -0.1556, -0.1518], [-0.1425, -0.4699, 0.2025], [-0.2193, 0.4204, 0.2048], [0.0909, 0.1236, 0.1306], [-0.0905, -0.0520, 0.0210], [0.1233, 0.0990, -0.0025], [-0.1606, 0.0112, -0.0130], [0.2469, -0.0078, 0.0039], [0.0268, 0.2600, -0.4147], [-0.9344, 0.0124, 0.3694], [-0.5046, -0.0582, 0.1839], [1.0802, 0.5044, 0.2741], [0.3349, -0.4008, -0.8872], [0.4304, 0.6597, 0.0774], [-0.3738, 1.3132, -0.7726], [-0.7314, -0.5419, 0.7072], [0.2845, -1.0495, -0.4973], [0.9234, -0.2049, 0.8570], [0.4054, -2.5777, 1.3165], [-0.8954, 0.6102, -1.0071], [-0.3288, 1.5118, 0.3800], [0.7978, 0.9690, -0.9427], [-0.1313, 1.5146, -0.3039], [0.2506, -0.3971, -0.2776], [0.0075, -0.8350, 0.2080], [0.0285, -0.1799, 0.4754], [-0.3693, -0.2949, -0.0434], [-0.7552, 0.9174, -0.0162], [0.9068, -1.0849, 0.0598]], "mulliken_charge": [-0.6295, 0.5234, -0.0745, -0.5445, -0.4510, -0.4119, -0.6377, 0.0839, -0.7628, -0.1792, 1.4815, -1.1573, -1.0096, -0.6056, -0.5757, -0.4435, 0.3724, -0.1968, -0.1618, -0.4833, -0.9287, -0.8744, 0.5993, -0.4949, -0.5352, -0.4250, 0.2350, 0.2365, 0.2012, 0.1965, -0.7775, -0.2602, 0.2455, 0.3359, 0.2475, 0.1388, 0.3073, 0.2570, 0.2318, 0.3224, 0.2749, 0.2924, -0.2761, 0.2488, 0.3410, 0.3750, -0.2446, 0.0968, -0.8418, 0.3080, 0.5001, 0.0448, -0.0449, 0.2462, 0.3519, 0.3070, 0.0176, -0.2121, 0.2024, 0.4592, -0.1885, -0.0589, 0.5290, -0.3026, 0.2973, 0.3545, 0.2235, 0.2989, 0.2218, 0.2565, 0.4384, 0.1497, -0.0208, 0.3349, 0.2081, 0.2428, 0.2440, 0.1950, 0.9623, 0.8634, -1.0710, 0.1955, 0.6746, -1.1148, -0.1455, -0.4884, 0.2824, 0.3197, 0.3538, 0.2386, 0.2789, 0.2906, 0.9293, -0.4584, -0.3180, -0.2068, 0.0865, 0.5696, -0.2414, -0.2262, -0.2315, 1.0992, -0.6685, -0.6652, -0.6255, -0.0748, -0.0488, -0.1795, -0.0800, 0.3470, -0.9768, 0.0641], "total_charge": -1, "spin_multiplicity": 1, "lumo_ev": -2.24, "homo_lumo_gap_ev": 1.0}